Entry 1:
{
  "formula": "C26H78O26",
  "method": "wB97M-V/def2-TZVPD",
  "charge": 1,
  "e_tot_ha": -2992.88760,
  "e_above_lowest_ev": 5.202,
  "s_squared": 0.76,
  "multiplicity": 2,
  "fmax_ha_per_bohr": 0.081,
  "species": ["C", "C", "O", "O", "H", "H", "H", "H", "H", "H", "C", "C", "O", "O", "H", "H", "H", "H", "H", "H", "C", "C", "O", "O", "H", "H", "H", "H", "H", "H", "C", "C", "O", "O", "H", "H", "H", "H", "H", "H", "C", "C", "O", "O", "H", "H", "H", "H", "H", "H", "C", "C", "O", "O", "H", "H", "H", "H", "H", "H", "C", "C", "O", "O", "H", "H", "H", "H", "H", "H", "C", "C", "O", "O", "H", "H", "H", "H", "H", "H", "C", "C", "O", "O", "H", "H", "H", "H", "H", "H", "C", "C", "O", "O", "H", "H", "H", "H", "H", "H", "C", "C", "O", "O", "H", "H", "H", "H", "H", "H", "C", "C", "O", "O", "H", "H", "H", "H", "H", "H", "C", "C", "O", "O", "H", "H", "H", "H", "H", "H"],
  "xyz": [[25.074, 30.961, -2.836], [25.040, 30.602, -1.328], [26.245, 30.073, -0.785], [25.672, 30.041, -3.804], [25.531, 31.928, -3.045], [24.042, 30.933, -3.187], [24.196, 29.914, -1.279], [24.813, 31.522, -0.789], [26.895, 30.721, -0.505], [26.301, 29.477, -3.347], [21.787, 28.044, 6.860], [22.655, 29.225, 6.237], [22.119, 30.470, 6.782], [22.525, 26.856, 6.637], [20.792, 28.184, 6.439], [21.957, 28.080, 7.937], [22.655, 29.198, 5.147], [23.718, 29.258, 6.475], [22.791, 31.077, 6.462], [22.073, 26.138, 7.085], [31.327, 30.122, -0.285], [32.397, 29.690, 0.651], [33.089, 28.688, -0.074], [31.882, 30.996, -1.312], [30.642, 30.691, 0.343], [30.706, 29.313, -0.671], [31.964, 29.284, 1.565], [33.030, 30.572, 0.748], [32.586, 27.883, -0.218], [32.832, 31.131, -1.297], [29.560, 33.614, -1.390], [28.636, 32.411, -1.315], [28.152, 32.326, -0.010], [28.795, 34.659, -1.884], [30.468, 33.394, -1.953], [30.044, 33.698, -0.417], [29.166, 31.562, -1.746], [27.856, 32.648, -2.039], [27.894, 33.135, 0.438], [29.247, 35.450, -1.580], [25.943, 30.324, 3.729], [26.879, 30.389, 2.559], [28.185, 30.698, 2.869], [26.228, 29.380, 4.752], [25.005, 30.072, 3.233], [25.664, 31.354, 3.950], [26.633, 31.168, 1.837], [26.943, 29.399, 2.108], [28.432, 31.347, 2.207], [25.685, 28.591, 4.823], [26.384, 28.067, 9.784], [25.508, 27.569, 8.611], [25.839, 26.258, 8.250], [27.806, 28.169, 9.390], [26.292, 27.377, 10.623], [25.953, 29.002, 10.139], [25.510, 28.237, 7.750], [24.462, 27.492, 8.907], [25.799, 25.742, 9.059], [27.853, 27.359, 8.877], [30.157, 34.101, 4.328], [31.610, 33.610, 3.849], [31.939, 32.274, 4.285], [30.071, 34.579, 5.652], [29.485, 33.310, 3.995], [30.125, 34.904, 3.591], [32.455, 34.200, 4.204], [31.530, 33.658, 2.763], [32.219, 32.310, 5.202], [30.420, 35.471, 5.725], [27.188, 26.600, -0.658], [27.753, 27.414, -1.917], [26.806, 27.463, -3.032], [26.654, 27.358, 0.325], [27.994, 26.040, -0.184], [26.424, 25.829, -0.763], [28.662, 27.032, -2.383], [28.057, 28.367, -1.484], [27.287, 27.430, -3.862], [26.255, 28.014, -0.252], [28.747, 30.887, 7.242], [28.828, 32.314, 8.041], [30.093, 32.911, 7.774], [27.433, 30.520, 7.102], [29.255, 30.177, 7.894], [29.071, 30.710, 6.216], [28.644, 32.242, 9.113], [28.150, 33.094, 7.694], [30.045, 33.482, 7.004], [27.212, 30.343, 6.184], [31.164, 27.183, 4.619], [29.836, 28.034, 4.522], [29.192, 28.123, 3.283], [32.197, 27.458, 3.609], [30.904, 26.132, 4.742], [31.569, 27.438, 5.598], [30.105, 29.089, 4.464], [29.309, 27.854, 5.459], [28.601, 28.879, 3.323], [32.966, 26.948, 3.873], [23.651, 34.109, 7.142], [24.588, 32.821, 6.746], [24.738, 31.885, 7.832], [24.418, 34.872, 7.964], [22.687, 33.736, 7.487], [23.378, 34.729, 6.287], [25.521, 33.223, 6.352], [24.095, 32.312, 5.917], [25.507, 31.375, 7.566], [24.679, 34.264, 8.660], [25.175, 25.750, 4.422], [26.607, 25.282, 4.385], [27.130, 25.503, 5.709], [24.839, 27.022, 5.095], [24.451, 24.982, 4.696], [24.958, 26.035, 3.393], [27.052, 25.950, 3.648], [26.629, 24.208, 4.203], [26.492, 26.052, 6.170], [24.113, 26.862, 5.702], [23.322, 32.986, 2.933], [23.991, 34.068, 2.073], [24.284, 33.502, 0.838], [21.933, 32.762, 2.740], [23.530, 33.271, 3.965], [23.750, 32.002, 2.744], [24.896, 34.301, 2.633], [23.285, 34.893, 2.177], [23.706, 33.892, 0.179], [21.417, 33.475, 3.123]],
  "mulliken_charge": [-0.69, 0.01, 0.40, -0.57, 0.27, 0.41, 0.41, -0.07, -0.31, 0.33, -0.64, 0.69, -0.63, -0.53, 0.33, 0.35, 0.25, -0.45, 0.12, 0.27, 0.67, -0.32, -0.56, -0.50, -0.35, -0.03, -0.01, 0.45, 0.34, 0.32, -0.53, -0.09, -0.27, -0.51, 0.38, 0.12, 0.27, 0.12, 0.19, 0.31, -0.51, -0.46, -0.26, 0.58, 0.38, 0.24, 0.56, 0.08, 0.06, -0.32, -0.70, 0.22, -0.55, -0.48, 0.41, 0.37, -0.24, 0.33, 0.32, 0.36, -0.14, -0.57, -0.47, -0.57, 0.02, 0.44, 0.46, 0.29, 0.25, 0.28, -0.62, -0.20, -0.59, -0.37, 0.29, 0.38, 0.53, 0.03, 0.31, 0.13, 0.38, -0.37, -0.37, 0.01, 0.28, 0.12, 0.37, 0.26, 0.39, -0.06, -0.87, 0.18, -0.47, -0.47, 0.42, 0.40, 0.02, 0.06, 0.22, 0.26, -0.60, 0.60, -0.52, -0.55, 0.32, 0.31, 0.29, -0.30, 0.25, 0.37, -0.76, -0.09, -0.56, -0.29, 0.38, 0.40, 0.09, 0.37, 0.30, 0.10, 0.80, -0.71, -0.32, -0.61, -0.25, -0.10, 0.27, 0.36, 0.24, 0.34]
}


Entry 2:
{
  "formula": "C45H71N4O5PPdSi",
  "method": "wB97M-V/def2-TZVPD",
  "charge": 2,
  "e_tot_ha": -3110.86457,
  "e_above_lowest_ev": 1.049,
  "fmax_ha_per_bohr": 0.034,
  "species": ["Pd", "O", "C", "O", "C", "C", "N", "N", "C", "C", "O", "O", "H", "H", "H", "C", "C", "C", "C", "C", "C", "C", "N", "C", "C", "C", "C", "C", "C", "C", "N", "C", "C", "C", "C", "H", "H", "H", "H", "H", "H", "H", "H", "H", "H", "H", "H", "H", "H", "H", "H", "H", "H", "H", "H", "H", "H", "H", "H", "C", "Si", "C", "C", "C", "H", "H", "H", "H", "H", "H", "H", "H", "H", "H", "H", "O", "P", "C", "C", "C", "C", "C", "C", "C", "C", "C", "C", "C", "C", "C", "C", "C", "C", "C", "C", "H", "H", "H", "H", "H", "H", "H", "H", "H", "H", "H", "H", "H", "H", "H", "H", "H", "H", "H", "H", "H", "H", "H", "H", "H", "H", "H", "H", "H", "H", "H", "H", "H"],
  "xyz": [[0.151, 0.311, 0.084], [-2.847, -4.973, 0.218], [-2.647, -4.649, 1.484], [-2.994, -5.333, 2.406], [-1.981, -3.338, 1.776], [-1.878, -2.833, 3.049], [-1.264, -1.637, 2.952], [-0.952, -1.338, 1.688], [-1.367, -2.356, 0.967], [-1.105, -2.302, -0.493], [-1.736, -3.016, -1.244], [-0.179, -1.466, -0.899], [-2.503, -4.312, -0.415], [-2.206, -3.268, 3.979], [-1.035, -1.006, 3.702], [4.999, -1.263, 5.192], [4.733, 0.124, 4.585], [5.964, 0.582, 3.780], [4.492, 1.120, 5.721], [3.562, 0.057, 3.622], [3.542, -0.892, 2.595], [2.527, -0.884, 1.666], [1.535, 0.013, 1.706], [1.501, 0.903, 2.702], [2.490, 0.947, 3.667], [0.393, 1.850, 2.627], [-0.120, 2.552, 3.695], [-1.154, 3.475, 3.508], [-1.572, 3.676, 2.191], [-1.027, 2.923, 1.172], [-0.090, 2.003, 1.387], [-1.746, 4.255, 4.667], [-0.842, 5.484, 4.885], [-1.773, 3.409, 5.947], [-3.172, 4.720, 4.349], [5.816, -1.185, 5.909], [5.289, -1.998, 4.441], [4.119, -1.634, 5.720], [6.827, 0.623, 4.446], [5.808, 1.577, 3.360], [6.196, -0.104, 2.964], [5.360, 1.123, 6.378], [3.621, 0.840, 6.319], [4.362, 2.138, 5.347], [4.323, -1.634, 2.509], [2.489, -1.614, 0.867], [2.431, 1.702, 4.437], [0.277, 2.369, 4.683], [-2.326, 4.411, 1.947], [-1.327, 3.053, 0.146], [0.162, 5.184, 5.190], [-1.265, 6.112, 5.670], [-0.761, 6.080, 3.974], [-0.772, 3.179, 6.313], [-2.316, 2.474, 5.792], [-2.280, 3.965, 6.734], [-3.187, 5.501, 3.588], [-3.627, 5.138, 5.246], [-3.794, 3.887, 4.014], [3.863, 2.247, -2.949], [2.246, 2.126, -1.991], [2.442, 3.288, -0.530], [0.912, 2.586, -3.215], [1.872, 0.376, -1.353], [4.012, 3.293, -3.220], [3.825, 1.645, -3.858], [4.711, 1.914, -2.348], [2.485, 4.322, -0.875], [3.372, 3.082, 0.006], [1.620, 3.197, 0.177], [0.968, 3.644, -3.476], [-0.072, 2.373, -2.795], [1.024, 2.005, -4.133], [2.641, -0.080, -0.732], [1.465, -0.334, -2.073], [-1.350, 1.168, -1.221], [-2.798, 1.182, -1.780], [-2.828, 2.587, -2.971], [-4.158, 2.849, -3.702], [-4.197, 4.284, -4.234], [-4.209, 5.314, -3.093], [-3.464, 4.783, -1.859], [-2.312, 3.879, -2.295], [-3.865, 1.548, -0.311], [-3.504, 0.643, 0.883], [-4.352, -0.624, 0.991], [-5.834, -0.269, 1.032], [-6.215, 0.457, -0.253], [-5.392, 1.736, -0.421], [-3.071, -0.452, -2.560], [-1.854, -0.855, -3.417], [-1.997, -0.539, -4.903], [-3.272, -1.158, -5.464], [-4.493, -0.599, -4.747], [-4.426, -0.768, -3.226], [-2.073, 2.254, -3.692], [-5.014, 2.700, -3.045], [-4.267, 2.162, -4.534], [-5.081, 4.408, -4.859], [-3.325, 4.443, -4.873], [-5.234, 5.566, -2.821], [-3.736, 6.235, -3.437], [-4.160, 4.222, -1.227], [-3.085, 5.615, -1.263], [-1.653, 3.638, -1.464], [-1.700, 4.428, -3.015], [-3.438, 2.534, -0.085], [-3.665, 1.228, 1.797], [-2.450, 0.384, 0.844], [-4.071, -1.165, 1.898], [-4.164, -1.293, 0.144], [-6.029, 0.380, 1.892], [-6.437, -1.169, 1.148], [-7.272, 0.726, -0.237], [-6.064, -0.223, -1.092], [-5.679, 2.417, 0.387], [-5.662, 2.230, -1.352], [-3.016, -1.040, -1.637], [-1.739, -1.936, -3.311], [-0.947, -0.409, -3.008], [-1.125, -0.925, -5.434], [-2.023, 0.546, -5.064], [-3.231, -2.245, -5.335], [-3.352, -0.960, -6.533], [-5.399, -1.092, -5.103], [-4.591, 0.453, -5.005], [-4.643, -1.816, -3.000], [-5.220, -0.174, -2.776]],
  "mulliken_charge": [-1.14, -0.54, 0.37, -0.57, 0.45, -0.57, -0.30, 0.57, -0.36, 0.61, -0.76, -0.60, 0.41, 0.54, 0.06, -1.62, 1.75, -1.57, -1.96, 0.13, -1.31, -1.32, 1.39, -0.56, -0.19, -0.03, -0.70, 0.29, -0.87, -0.38, 1.40, 2.01, -1.62, -1.76, -1.80, 0.47, 0.34, 0.38, 0.45, 0.36, 0.38, 0.43, 0.43, 0.41, 0.51, 0.89, 0.67, 0.48, 0.47, 0.14, 0.36, 0.44, 0.38, 0.40, 0.38, 0.47, 0.37, 0.46, 0.39, -1.05, -0.25, -0.80, -0.97, -0.46, 0.33, 0.34, 0.35, 0.46, 0.33, -0.05, 0.45, 0.06, 0.48, 0.77, 0.49, 1.65, -0.33, 0.49, 0.21, -1.21, -0.90, -0.55, -0.24, 1.99, -0.55, -0.25, -1.30, -0.71, -1.22, 2.81, -0.86, -0.48, -1.10, -0.40, -1.04, 0.23, 0.04, -0.26, 0.53, 0.37, 0.38, 0.33, -0.01, 0.58, -0.47, 0.68, -0.56, 0.76, -0.57, 0.45, -0.04, 0.38, 0.52, 0.52, 0.09, 0.50, 0.20, -1.88, 0.78, -0.45, 0.49, 0.13, 0.36, 0.51, 0.54, -0.07, 0.49, 0.01]
}


Entry 3:
{
  "formula": "C3H6O3",
  "method": "wB97M-V/def2-TZVPD",
  "charge": 0,
  "e_tot_ha": -343.47689,
  "e_above_lowest_ev": 4.835,
  "fmax_ha_per_bohr": 0.060,
  "species": ["O", "C", "C", "O", "C", "O", "H", "H", "H", "H", "H", "H"],
  "xyz": [[1.204, -0.558, -0.782], [0.205, 0.248, -1.318], [-0.544, 0.374, -0.053], [-0.725, -1.578, 0.501], [0.284, 0.902, 1.068], [0.140, 0.574, 2.221], [0.358, -1.580, -0.074], [-0.394, -0.226, -2.115], [0.580, 1.219, -1.704], [-1.609, 0.376, 0.040], [-0.537, -1.393, 1.447], [1.039, 1.640, 0.767]],
  "mulliken_charge": [-0.74, -0.34, -0.14, -0.67, 0.26, -0.49, 0.50, 0.27, 0.31, 0.35, 0.35, 0.34]
}